No. 1
Here is 2 unconnected molecules or ions with the total composition C2H8OS2 from the Open Molecules 2025 dataset. Energies are from ωB97M-V with the def2-TZVPD basis set.

As for the structure (SMILES): CCSS.O. The molar mass comes out at 112.2 g mol⁻¹. The value obtained for the LUMO energy is 0.019 Ha. Its energy relative to the best compared isomer or geometry (same formula, charge and spin) is 24.4 kJ/mol.

Geometry (Å):
1 C -2.043992 -0.268459 -0.299525
2 C -0.581807 -0.008263 -0.507080
3 S -0.289686 1.804334 -0.377970
4 S 1.809074 1.934695 -0.332608
5 H -2.575436 -0.241161 -1.245423
6 H -2.575254 0.383992 0.391587
7 H -2.158707 -1.270285 0.121209
8 H -0.240669 -0.334162 -1.487548
9 H 0.045424 -0.479698 0.247705
10 H 1.954582 2.054790 -1.652233
11 H 2.397610 -1.572128 1.039738
12 H 2.423373 -0.834308 2.383096
13 O 1.835490 -1.169347 1.719051

Force components x, y, z for each atom (eV/Å):
-0.7 -0.8 0.0
0.9 0.8 0.2
0.7 -0.2 0.1
-1.0 -0.1 0.0
-0.2 0.0 -0.1
0.3 0.3 0.1
-0.1 0.0 -0.2
-0.1 -0.1 0.0
-0.1 0.1 0.0
0.2 0.1 -0.2
-0.2 0.2 0.3
0.5 0.3 0.5
-0.4 -0.5 -0.8

Here are the Mulliken charges for atoms 1 to 2, given in e:
1. C -1.17
2. C -0.05


No. 2
Here is 2 unconnected molecules or ions with the total composition C2H8S from the Open Molecules 2025 dataset. Energies are from ωB97M-V with the def2-TZVPD basis set.

As for the structure (SMILES): CS.C. The molar mass comes out at 64.2 g mol⁻¹. The value obtained for the LUMO energy is 0.041 Ha. Its energy relative to the best compared isomer or geometry (same formula, charge and spin) is 18.1 kJ/mol.

Geometry (Å):
1 C 6.772532 0.404120 2.449385
2 H 6.727697 1.220001 3.163579
3 H 6.043362 -0.360628 2.726850
4 H 7.734459 -0.089718 2.460867
5 H 6.606032 0.740564 1.427027
6 C -2.579920 -1.222045 -1.201144
7 S -2.772341 0.492366 -0.761382
8 H -2.437755 -1.426497 -2.254256
9 H -1.922560 -1.792489 -0.553340
10 H -3.560035 -1.600598 -0.989095
11 H -1.562655 1.054356 -0.899083

Force components x, y, z for each atom (eV/Å):
-0.2 -0.5 -0.1
0.1 0.1 -0.1
-0.1 0.2 -0.1
0.4 0.1 0.2
-0.2 0.1 0.1
0.0 -0.4 0.0
-0.3 0.8 0.2
0.5 0.2 -0.1
0.4 0.1 -0.1
-0.7 -0.3 0.2
0.2 -0.5 -0.2

Here are the Mulliken charges for atoms 1 to 2, given in e:
1. C -0.90
2. H 0.22


No. 3
Here is 2 unconnected molecules or ions with the total composition C2H8S2 from the Open Molecules 2025 dataset. Energies are from ωB97M-V with the def2-TZVPD basis set.

As for the structure (SMILES): CCS.S. The molar mass comes out at 96.2 g mol⁻¹. The value obtained for the LUMO energy is 0.026 Ha. Its energy relative to the best compared isomer or geometry (same formula, charge and spin) is 92.6 kJ/mol.

Geometry (Å):
1 S -2.212380 2.538145 1.274893
2 H -1.842187 2.561890 0.007782
3 H -1.275965 3.433674 1.589105
4 C -0.430090 -1.103579 0.099688
5 C 0.871649 -0.528559 -0.335464
6 S 2.326905 -1.590742 -0.327236
7 H -0.366660 -1.795052 0.995277
8 H -0.787797 -1.922866 -0.754106
9 H -1.280284 -0.416252 0.055973
10 H 0.727334 -0.173949 -1.345886
11 H 1.182806 0.302746 0.191741
12 H 3.086671 -1.305455 -1.451766

Force components x, y, z for each atom (eV/Å):
-0.2 -0.1 0.4
0.1 0.0 -0.5
0.1 0.1 0.1
-1.4 -4.4 -1.6
0.1 0.0 -2.0
0.9 -1.2 -0.1
-0.3 1.4 -0.6
1.0 1.9 1.9
0.5 0.2 0.7
0.1 0.1 -0.4
0.2 1.8 1.5
-1.2 0.2 0.7

Here are the Mulliken charges for atoms 1 to 2, given in e:
1. S -0.30
2. H 0.13


No. 4
Here is 2 unconnected molecules or ions with the total composition C2H8S2 from the Open Molecules 2025 dataset. Energies are from ωB97M-V with the def2-TZVPD basis set.

As for the structure (SMILES): CSC.S. The molar mass comes out at 96.2 g mol⁻¹. The value obtained for the LUMO energy is 0.030 Ha. Its energy relative to the best compared isomer or geometry (same formula, charge and spin) is 13.7 kJ/mol.

Geometry (Å):
1 S 0.679679 -2.297560 1.557775
2 H 1.807690 -2.182560 0.846452
3 H 0.842510 -1.104552 2.144988
4 C -1.645679 0.567475 -0.061407
5 S -0.132700 1.461104 0.323566
6 C 0.923959 0.694126 -0.932463
7 H -1.943717 0.760146 -1.088334
8 H -1.533725 -0.497377 0.121077
9 H -2.431838 0.934338 0.594518
10 H 1.951824 1.014188 -0.745936
11 H 0.611398 1.036931 -1.912308
12 H 0.870600 -0.386260 -0.847928

Force components x, y, z for each atom (eV/Å):
0.0 -0.1 0.0
0.0 0.0 0.0
0.0 0.0 -0.1
-0.1 0.1 0.1
0.2 -0.2 0.0
0.1 0.4 0.4
0.0 -0.1 -0.1
0.1 -0.1 -0.1
0.0 0.1 0.0
-0.1 0.0 -0.1
0.0 -0.1 -0.2
0.0 -0.1 -0.1

Here are the Mulliken charges for atoms 1 to 2, given in e:
1. S -0.35
2. H 0.14


No. 5
Here is 2 unconnected molecules or ions with the total composition C2H8S3 from the Open Molecules 2025 dataset. Energies are from ωB97M-V with the def2-TZVPD basis set.

As for the structure (SMILES): CSC.SS. The molar mass comes out at 128.3 g mol⁻¹. The value obtained for the LUMO energy is 0.005 Ha. Its energy relative to the best compared isomer or geometry (same formula, charge and spin) is 106.4 kJ/mol.

Geometry (Å):
1 S -3.891888 0.527912 1.028678
2 S -3.920238 -1.403108 0.192337
3 H -2.927317 0.101045 1.881769
4 H -3.081061 -1.274039 -0.716718
5 C 0.236026 -0.096760 -0.037702
6 S 1.482348 1.110632 0.672691
7 C 2.828687 0.578807 -0.326673
8 H 0.243637 0.054194 -1.240025
9 H -0.899017 0.148495 0.174878
10 H 0.514024 -1.094385 0.285877
11 H 2.809024 -0.522595 -0.479991
12 H 2.750512 0.950655 -1.338575
13 H 3.855265 0.919148 -0.096544

Force components x, y, z for each atom (eV/Å):
0.7 -1.2 0.0
-2.6 -0.1 2.4
-0.3 0.7 0.0
2.3 0.6 -2.4
-1.5 1.9 -2.4
-1.4 -0.4 0.3
1.2 -1.0 -1.6
0.3 -0.7 2.8
2.5 -0.3 0.2
-0.2 -0.1 -0.2
0.3 0.6 0.6
-0.5 0.3 -0.5
-0.7 -0.2 0.9

Here are the Mulliken charges for atoms 1 to 2, given in e:
1. S -0.20
2. S -0.14


No. 6
Here is 2 unconnected molecules or ions with the total composition C2H8S4Si from the Open Molecules 2025 dataset. Energies are from ωB97M-V with the def2-TZVPD basis set.

As for the structure (SMILES): SC=C(S)S.[SiH3]S. The molar mass comes out at 188.4 g mol⁻¹. The value obtained for the LUMO energy is 0.015 Ha. Its energy relative to the best compared isomer or geometry (same formula, charge and spin) is 395.7 kJ/mol.

Geometry (Å):
1 C 1.682747 -0.480171 -0.751532
2 C 1.701934 0.900237 -0.481910
3 Si -2.517859 -0.653730 1.039510
4 S 1.615517 -1.787306 0.405813
5 S -1.482808 0.338553 -0.691062
6 S 1.951549 1.551962 1.150905
7 S 1.292131 2.204405 -1.640921
8 H 1.547618 -1.024301 -1.686082
9 H -1.443612 -0.714423 1.976451
10 H -2.870532 -1.906428 0.293798
11 H -3.574521 0.259780 1.436402
12 H 1.466286 -1.104679 1.549311
13 H -2.348095 0.809813 -1.697726
14 H 2.000154 0.206861 1.751983
15 H 0.979490 1.399421 -2.654946

Force components x, y, z for each atom (eV/Å):
-0.2 2.6 0.9
-0.1 -2.9 -0.8
0.0 0.5 -3.2
0.3 -0.4 0.3
-0.5 0.4 -0.4
-0.1 -2.3 0.5
0.6 -0.4 0.4
-0.1 1.1 -0.4
0.6 -0.3 0.7
-0.3 0.1 1.0
-0.5 -0.1 0.4
-0.2 -0.3 0.0
0.3 -0.8 1.5
0.2 2.9 -0.8
0.0 -0.2 -0.1

Here are the Mulliken charges for atoms 1 to 2, given in e:
1. C -0.50
2. C 0.49


No. 7
Here is a molecular structure, C2H9AlOPSSn from the Open Molecules 2025 dataset. Energies are from ωB97M-V with the def2-TZVPD basis set.

The molar mass comes out at 257.8 g mol⁻¹. The value obtained for the LUMO energy is -0.225 Ha. As for the net charge: +1.

Geometry (Å):
1 C -1.231986 1.842729 -0.900866
2 C 0.060304 0.904979 -0.959724
3 Al 0.025398 -0.158767 0.779106
4 S -1.691533 -1.683315 0.658668
5 P 2.008138 -1.190515 1.300737
6 O 2.008832 -2.482036 0.389774
7 H -1.912711 1.659029 -1.752799
8 H -1.822911 1.594785 0.017795
9 H -0.944741 2.905835 -0.785407
10 H -0.058010 0.271646 -1.885178
11 H 0.982728 1.517174 -1.063168
12 H -0.346892 0.890692 1.920348
13 H -2.279444 -1.414017 -0.568857
14 H 1.939252 -1.624358 2.669781
15 H 3.176102 -0.371940 1.174639
16 Sn 0.087474 -2.661919 -0.994852

Force components x, y, z for each atom (eV/Å):
0.1 -0.9 1.0
-0.6 -0.6 -0.8
-0.5 3.7 0.1
-0.3 -1.1 -1.0
-0.2 -0.9 0.6
-1.3 0.0 -1.1
0.5 0.4 0.3
0.3 0.4 -0.6
-0.2 -0.6 -0.3
0.4 0.7 0.5
-0.5 -0.6 0.0
0.0 -0.4 0.1
0.3 0.2 0.9
0.6 0.3 -0.6
-0.3 -0.6 0.1
1.6 0.0 0.9

Here are the Mulliken charges for atoms 1 to 2, given in e:
1. C -0.96
2. C -0.46


No. 8
Here is a molecular structure, C2H9Be2CaCl3F2N3O13PS2 from the Open Molecules 2025 dataset. Energies are from ωB97M-V with the def2-TZVPD basis set.

The molar mass comes out at 580.7 g mol⁻¹. The value obtained for the LUMO energy is -0.239 Ha. Its energy relative to the best compared isomer or geometry (same formula, charge and spin) is 432.8 kJ/mol.

Geometry (Å):
1 O 3.610334 0.044696 3.882654
2 S 3.491123 0.283397 2.354325
3 O 3.573598 -1.099168 1.596999
4 Cl 5.212108 1.422657 1.831610
5 N 2.122908 1.258604 1.868944
6 S 0.604331 0.421454 2.076324
7 O 0.269760 -0.584132 0.913559
8 O -0.525091 1.519106 2.068026
9 Cl 0.409494 -0.628998 3.868950
10 Be 0.774909 -2.817418 1.563001
11 O 4.970418 -0.198873 6.810121
12 P 4.374772 1.202488 7.023095
13 O 2.884268 1.188458 6.646402
14 O 5.118464 2.215088 6.136476
15 O 4.526625 1.605748 8.498912
16 C -1.658078 -0.694313 -1.424317
17 N -1.585185 -0.704399 -2.910366
18 O -2.216360 -1.587887 -3.501945
19 O -0.896432 0.174929 -3.440877
20 H -2.294645 -1.518677 -1.096131
21 H -0.641997 -0.816617 -1.043657
22 H -2.082938 0.265035 -1.121698
23 Be -2.494645 -2.616973 -0.123826
24 F -0.894645 2.035201 -2.945565
25 C -4.081035 1.168802 -4.738548
26 N -5.020108 0.805462 -3.643156
27 O -4.610818 0.013567 -2.786253
28 O -6.141512 1.325565 -3.674566
29 H -3.137629 0.640701 -4.584941
30 H -4.542255 0.867917 -5.681429
31 H -3.929156 2.249397 -4.697562
32 Ca -0.941512 1.553657 0.127326
33 Cl 7.758488 1.319282 2.546076
34 F -3.041512 2.610191 2.673349
35 O 0.144630 -3.410177 -3.834802
36 H 0.487399 -3.599304 -2.924302
37 H 0.884916 -3.271247 -4.478801
38 H -0.482993 -2.643215 -3.833407

Force components x, y, z for each atom (eV/Å):
-0.8 1.7 -5.8
0.0 -6.2 3.7
-0.8 5.1 1.6
-0.2 -0.2 0.2
-1.8 -2.5 0.9
0.4 1.7 -0.4
0.7 2.3 2.6
4.2 -3.2 2.6
0.3 0.9 -1.6
0.0 0.2 -0.2
-0.2 0.6 -0.4
-0.1 0.1 -0.5
0.9 -0.1 0.7
-0.2 -0.9 0.8
-0.5 0.3 -0.8
0.7 1.2 -1.2
1.9 2.4 -0.6
-0.1 -1.2 -0.5
-0.6 -4.4 0.9
0.1 1.5 -1.3
-0.1 -0.2 0.0
-0.7 -0.5 -0.6
-0.5 -2.6 2.1
-0.5 2.2 2.1
0.3 -0.1 -0.1
-1.1 0.2 0.4
-0.6 0.9 -0.6
1.9 -1.1 0.3
-0.3 0.2 0.0
0.0 0.2 0.2
-0.1 -0.2 0.0
-1.4 2.0 -3.0
-0.7 0.1 -0.2
0.7 -0.5 -1.1
0.8 -0.1 0.1
-0.2 0.1 -0.5
-0.4 -0.1 0.4
-0.9 0.3 -0.1

Here are the Mulliken charges for atoms 1 to 2, given in e:
1. O -0.35
2. S 0.93


No. 9
Here is a molecular structure, C2H9InO5 from the Open Molecules 2025 dataset. Energies are from ωB97M-V with the def2-TZVPD basis set.

The molar mass comes out at 227.9 g mol⁻¹. As for the spin multiplicity: 2. The value obtained for the LUMO energy (alpha / beta) is -0.133 / -0.283 Ha. As for the net charge: +1.

Geometry (Å):
1 In -1.053642 0.547340 -0.323006
2 C 3.453202 -0.039614 1.779373
3 C 2.044886 0.023332 1.175967
4 O 1.015414 -0.074093 1.907457
5 O 1.883818 0.038383 -0.065779
6 H 3.584583 -0.204162 2.848839
7 H 4.035869 0.791582 1.382246
8 H 3.857834 -0.955117 1.347843
9 O -0.749740 1.380052 -3.082222
10 H -0.342319 1.147376 -3.916558
11 H -1.509738 1.908704 -3.325444
12 O -2.649834 -1.102452 -2.168238
13 H -2.651477 -1.273124 -3.110098
14 H -3.411566 -1.578027 -1.836837
15 O -2.321547 -0.175784 2.117077
16 H -2.005395 0.122698 2.969836
17 H -3.180346 -0.557095 2.299544

Force components x, y, z for each atom (eV/Å):
0.7 -0.4 0.2
1.1 -0.7 -0.5
-4.4 -0.7 -0.3
1.5 0.4 1.3
2.0 0.6 -0.8
-0.9 0.6 0.0
-0.1 0.0 0.2
0.1 0.0 -0.3
-0.1 -0.1 0.5
0.3 -0.1 -0.2
-0.3 0.2 -0.1
0.2 0.3 0.5
0.2 0.0 -0.3
-0.3 -0.2 0.2
0.1 0.1 -0.5
0.3 0.1 0.3
-0.3 -0.2 0.0

Here are the Mulliken charges for atoms 1 to 2, given in e:
1. In 0.87
2. C -0.89


No. 10
Here is 2 unconnected molecules or ions with the total composition C2H9N from the Open Molecules 2025 dataset. Energies are from ωB97M-V with the def2-TZVPD basis set.

As for the structure (SMILES): CC.N. The molar mass comes out at 47.1 g mol⁻¹. The value obtained for the LUMO energy is 0.035 Ha. Its energy relative to the best compared isomer or geometry (same formula, charge and spin) is 42.5 kJ/mol.

Geometry (Å):
1 N 1.564943 2.645623 1.447901
2 H 1.309409 1.966695 0.747376
3 H 1.535478 2.171103 2.344228
4 H 0.954622 3.436513 1.587581
5 C -0.412215 -1.819660 -1.339055
6 C -1.254564 -1.082004 -0.302391
7 H 0.322235 -1.309632 -1.969760
8 H -1.054009 -2.497263 -1.917206
9 H 0.374970 -2.424775 -0.794114
10 H -2.287600 -0.937827 -0.620361
11 H -1.170254 -1.461409 0.724799
12 H -0.843215 -0.066059 -0.205608

Force components x, y, z for each atom (eV/Å):
0.6 -0.2 1.0
-0.5 0.4 -0.2
0.2 -0.2 -0.1
-0.4 -0.1 -0.8
1.3 -1.9 1.0
0.8 1.6 -0.1
-1.0 0.8 -0.3
0.5 0.1 -0.1
-1.2 0.0 -0.3
0.0 -0.3 0.2
-0.3 -0.4 -0.5
-0.2 0.0 0.0

Here are the Mulliken charges for atoms 1 to 2, given in e:
1. N -0.67
2. H 0.23